1:
This record from the Open Molecules 2025 dataset describes a molecular structure, C15H22N2O3S. The level of theory is wB97M-V/def2-TZVPD.

Structure (ORCA input):
```
! RIJCOSX wB97M-V def2-TZVPD def2/J DEFGRID3
* xyz 0 1
H -4.792 0.214 -0.069
N -0.568 -0.209 -1.039
C 2.573 0.324 1.409
C -3.140 -1.327 -0.427
C -4.111 -0.799 0.240
C -3.607 -2.026 2.454
O 1.868 -1.415 -0.901
H 2.435 3.388 0.518
C 3.969 0.952 1.675
C -0.120 0.338 0.230
H -3.768 -2.380 3.318
C -4.329 -1.053 1.808
C 0.881 1.397 -0.145
H 2.179 0.181 2.435
H 0.308 -0.558 0.885
O 0.533 2.445 -0.833
H -3.587 -0.483 -2.155
C -2.402 -2.223 0.290
H 2.193 0.169 -3.123
N 1.895 1.557 0.826
H -5.014 -0.815 2.342
C -1.735 0.205 -1.501
C 2.964 2.500 0.553
C -2.803 -0.980 -1.654
H -1.319 0.380 -2.647
H 5.064 2.717 1.297
H 2.423 -0.396 0.751
O 0.138 -1.959 -2.678
H -2.097 1.055 -1.345
H 3.255 2.467 -0.626
H 4.464 0.422 2.536
C 3.903 2.323 1.760
C 1.256 0.280 -3.019
H 4.752 0.372 0.938
H 3.556 2.871 2.512
C -2.629 -2.755 1.570
H -1.872 -3.558 1.957
H 0.901 1.276 -2.684
S 0.555 -0.788 -1.802
H 0.716 0.272 -3.971
H -1.098 0.537 0.787
H -1.610 -3.005 -0.170
H -2.179 -1.916 -2.302
*
```

As for the HOMO energy: -9.08 eV. The orbital gap comes out at 9.0614 eV. The value obtained for the lowest unoccupied orbital energy is -0.02 eV.

natural (NBO) atomic charge list, values in e, 6 entries: 0.209 -0.755 -0.228 -0.202 -0.152 -0.197



2:
This record from the Open Molecules 2025 dataset describes C15H22N2O3S in the gas phase. The level of theory is wB97M-V/def2-TZVPD.

Structure (ORCA input):
```
! RIJCOSX wB97M-V def2-TZVPD def2/J DEFGRID3
* xyz 0 1
H 1.270 -1.595 1.076
H 4.173 -0.707 1.087
C 2.392 -1.076 -1.631
H -5.582 -0.889 -1.085
H -6.753 -1.385 0.140
H 2.379 1.088 -1.588
N -3.878 0.335 0.629
O 2.167 2.008 2.225
H 0.857 3.877 -0.897
H -6.487 0.330 -0.180
H 1.973 -3.551 0.023
C -1.684 1.126 0.055
C 3.237 -2.252 -1.138
H -1.480 3.970 -1.773
C -2.073 2.172 -0.779
H -0.059 0.279 1.168
H 1.344 -1.224 -1.370
H 4.276 -1.921 -1.065
C 0.128 3.124 -0.642
H 2.462 -1.019 -2.720
H -4.414 -1.599 1.004
H 3.627 -3.425 0.604
H -5.338 -0.390 1.928
C -2.590 -0.011 0.415
O 2.984 2.936 0.092
C -4.908 -0.627 0.948
H 3.958 0.363 -1.249
C 2.319 -1.838 1.249
H -4.149 1.304 0.567
C 0.510 2.079 0.177
N 2.573 0.421 0.324
C -1.172 3.165 -1.123
H 3.212 -3.050 -1.884
C 3.107 -0.526 1.273
C -0.378 1.086 0.528
C 2.877 0.263 -1.073
O -2.177 -1.150 0.513
H -3.073 2.198 -1.188
H 2.384 -2.308 2.232
H 3.003 -0.047 2.248
S 2.194 1.961 0.792
C -6.002 -0.642 -0.114
C 2.791 -2.850 0.200
*
```

As for the SMILES: CCNC(=O)c1cccc(S(=O)(=O)N2CCCCCC2)c1. As for the HOMO energy: -9.27 eV. The orbital gap comes out at 9.7983 eV. The value obtained for the lowest unoccupied orbital energy is 0.53 eV.

natural (NBO) atomic charge list, values in e, 6 entries: 0.211 0.184 -0.418 0.212 0.216 0.217



Stability comparison, relative energies in hartree: 1 0.5334; 2 0.0000



1:
This record from the Open Molecules 2025 dataset describes 2 unconnected molecules or ions with the total composition H2N2O3. The level of theory is wB97M-V/def2-TZVPD.

Structure (ORCA input):
```
! RIJCOSX wB97M-V def2-TZVPD def2/J DEFGRID3
* xyz 0 1
O -2.135 -0.152 -0.268
O 0.022 -1.876 -0.167
H 0.780 -1.280 -0.201
H 1.336 1.800 0.406
N -0.959 -0.160 0.089
O -0.190 0.841 -0.015
N 1.147 0.827 0.156
*
```

As for the HOMO energy (alpha / beta): -10.94 / -10.07 eV. The orbital gap (alpha / beta) comes out at 9.9103 / 7.8431 eV. The value obtained for the lowest unoccupied orbital energy (alpha / beta) is -1.03 / -2.22 eV.

natural (NBO) atomic charge list, values in e, 6 entries: -0.259 -0.584 0.429 0.329 0.453 -0.177



2:
This record from the Open Molecules 2025 dataset describes H2N2O3 in the gas phase. The level of theory is wB97M-V/def2-TZVPD.

Structure (ORCA input):
```
! RIJCOSX wB97M-V def2-TZVPD def2/J DEFGRID3
* xyz 0 1
O -1.907 -0.064 0.292
O 1.677 -0.296 -0.011
O -0.101 0.149 -1.393
N -0.583 -0.687 -0.473
H 1.934 0.123 0.818
H -1.452 0.544 0.885
N 0.432 0.232 -0.118
*
```

As for the SMILES: On1on1O. As for the HOMO energy: -11.26 eV. The orbital gap comes out at 11.9430 eV. The value obtained for the lowest unoccupied orbital energy is 0.68 eV.

natural (NBO) atomic charge list, values in e, 6 entries: -0.615 -0.519 -0.187 0.241 0.487 0.454



Stability comparison, relative energies in hartree: 1 0.0647; 2 0.0000



1:
This record from the Open Molecules 2025 dataset describes C4H7ClO in the gas phase. The level of theory is wB97M-V/def2-TZVPD.

Structure (ORCA input):
```
! RIJCOSX wB97M-V def2-TZVPD def2/J DEFGRID3
* xyz 0 1
H -0.838 -0.253 -1.445
C 1.259 -1.584 -0.238
O -1.979 -1.076 0.273
H 1.284 -1.663 -1.394
C 0.433 -0.741 0.366
H 0.478 -0.583 1.504
H -2.000 1.655 -0.420
H -1.158 1.330 1.221
Cl -3.481 -0.542 -0.208
H 2.098 -1.938 0.393
C -0.714 -0.119 -0.298
H -0.084 2.032 -0.188
C -1.014 1.325 0.136
*
```

As for the SMILES: C=C[C@H](C)OCl. As for the HOMO energy: -9.65 eV. The orbital gap comes out at 10.0709 eV. The value obtained for the lowest unoccupied orbital energy is 0.42 eV.

natural (NBO) atomic charge list, values in e, 6 entries: 0.213 -0.336 -0.591 0.211 -0.250 0.219



2:
This record from the Open Molecules 2025 dataset describes C4H7ClO in the gas phase. The level of theory is wB97M-V/def2-TZVPD.

Structure (ORCA input):
```
! RIJCOSX wB97M-V def2-TZVPD def2/J DEFGRID3
* xyz 0 1
C 1.070 -0.018 -0.440
O 0.809 2.530 -0.564
C -0.752 0.811 0.284
Cl -0.720 -2.076 0.399
H -0.010 1.417 -1.902
C 0.086 -0.452 0.622
C 0.247 1.291 -0.821
H -0.922 1.445 1.191
H 1.059 2.577 0.402
H 2.080 0.177 -0.061
H 0.248 -0.372 1.646
H 1.150 -0.613 -1.400
H -1.748 0.626 -0.024
*
```

As for the SMILES: O[C@H]1C[C@H](Cl)C1. As for the HOMO energy: -9.95 eV. The orbital gap comes out at 10.8038 eV. The value obtained for the lowest unoccupied orbital energy is 0.86 eV.

natural (NBO) atomic charge list, values in e, 6 entries: -0.463 -0.699 -0.450 -0.092 0.194 -0.180



Stability comparison, relative energies in hartree: 1 0.0795; 2 0.0000



1:
This record from the Open Molecules 2025 dataset describes C4H5FOS in the gas phase. The level of theory is wB97M-V/def2-TZVPD.

Structure (ORCA input):
```
! RIJCOSX wB97M-V def2-TZVPD def2/J DEFGRID3
* xyz 0 1
H -2.065 -0.969 1.250
H 2.443 1.010 -0.713
C 1.582 0.656 -0.077
S 1.371 -1.243 -0.310
H 1.816 0.935 1.033
C -0.337 -0.806 -0.412
C -0.448 0.391 0.442
H -0.412 -0.642 -1.508
C -1.608 -0.502 0.284
H 0.159 0.289 1.330
F -2.687 -0.338 -0.584
O 0.187 1.220 -0.735
*
```

As for the SMILES: F[C@@H]1[C@@H]2OCS[C@@H]12. As for the HOMO energy: -9.05 eV. The orbital gap comes out at 9.5975 eV. The value obtained for the lowest unoccupied orbital energy is 0.55 eV.

natural (NBO) atomic charge list, values in e, 6 entries: 0.211 0.220 -0.239 0.194 0.205 -0.440



2:
This record from the Open Molecules 2025 dataset describes C4H5FOS in the gas phase. The level of theory is wB97M-V/def2-TZVPD.

Structure (ORCA input):
```
! RIJCOSX wB97M-V def2-TZVPD def2/J DEFGRID3
* xyz 0 1
C -1.456 -0.751 0.259
S -2.278 0.968 0.498
H 1.778 0.254 -0.461
F 0.637 -0.581 1.587
O -1.907 -1.842 0.233
H 0.579 -0.609 -1.841
C 1.102 -0.662 -0.894
H -0.042 1.955 -0.521
H 0.286 1.849 1.334
C -0.336 1.400 0.302
H 1.568 -1.748 -0.823
C 0.069 -0.233 0.329
*
```

As for the SMILES: C[C@@]1(F)CSC1=O. As for the HOMO energy: -9.82 eV. The orbital gap comes out at 10.2044 eV. The value obtained for the lowest unoccupied orbital energy is 0.39 eV.

natural (NBO) atomic charge list, values in e, 6 entries: 0.476 0.085 0.237 -0.357 -0.489 0.230



Stability comparison, relative energies in hartree: 1 0.1456; 2 0.0000